DFT (ωB97M-V/def2-TZVPD) results for a molecular structure, C36H72NO10Rb2 at a distorted geometry.

Geometry (Å):
Rb: 3.460277 -3.054996 2.725036
Rb: -0.127673 -1.980526 5.514576
C: 2.766697 0.944564 1.280066
C: 1.262987 0.552344 1.163596
C: 1.153747 0.339034 -0.403914
C: -0.154353 -0.462526 -0.784974
C: -0.214743 -1.813126 -0.016714
C: -0.071423 -1.644996 1.493146
N: 1.109087 -0.767926 1.884846
O: 1.255307 -0.689396 3.251546
C: 0.177597 -3.151126 1.967476
C: -1.480413 -1.043586 1.956486
C: 0.313757 1.711624 1.619616
H: 3.077647 1.841114 0.743756
H: 3.351837 0.087684 0.946176
H: 3.073127 1.188904 2.297166
H: 2.054907 -0.041756 -0.884544
H: 0.966397 1.255804 -0.962954
H: -0.292213 -0.566316 -1.861224
H: -0.994583 0.169984 -0.498524
H: 0.643967 -2.331706 -0.443084
H: -1.112973 -2.294866 -0.402994
H: -0.619683 -3.760006 1.541206
H: 0.204617 -3.232036 3.054126
H: 1.134537 -3.632936 1.766926
H: -1.810353 -0.192686 1.360496
H: -1.515833 -0.843296 3.027346
H: -2.296853 -1.759686 1.863066
H: -0.626623 1.763524 1.070886
H: 0.867747 2.636944 1.461526
H: 0.108247 1.623894 2.686466
C: 4.639487 0.890354 -2.130514
C: 5.335667 2.160584 -2.724194
O: 6.481977 2.138894 -3.040074
C: 4.509637 3.409984 -2.734794
H: 3.793867 0.558044 -2.732674
H: 4.196117 1.140624 -1.166724
H: 5.445007 0.171464 -2.280354
H: 3.492287 3.186584 -3.056004
H: 4.982767 4.125284 -3.407544
H: 4.357967 3.764204 -1.715174
C: 0.696597 5.006574 4.084746
C: -0.754823 4.830784 3.933586
O: -1.533453 4.846504 4.889616
C: -1.326213 4.691544 2.467686
H: 1.299227 4.974424 3.177056
H: 1.201197 4.323394 4.767936
H: 0.896397 6.027524 4.410076
H: -2.277683 5.196064 2.635826
H: -1.410023 3.647354 2.166456
H: -0.637613 5.253524 1.836736
C: -1.069793 -5.855636 -1.092484
C: -0.418883 -6.569226 0.120546
O: -1.099843 -7.092826 1.054036
C: 1.107757 -6.553566 0.230496
H: -2.155583 -5.761606 -1.075134
H: -0.846313 -6.303806 -2.060634
H: -0.788073 -4.803036 -1.064604
H: 1.451167 -5.670036 0.768596
H: 1.555527 -6.624696 -0.760734
H: 1.326907 -7.417586 0.857816
C: -2.150273 -1.675606 -3.369714
C: -3.632283 -1.696536 -3.564374
O: -4.141983 -2.498016 -4.246714
C: -4.353113 -0.651936 -2.682204
H: -1.873163 -2.475606 -2.683204
H: -1.799933 -0.660616 -3.182184
H: -1.743953 -2.009646 -4.324404
H: -5.236783 -0.996996 -2.145394
H: -4.488543 0.318424 -3.159864
H: -3.635693 -0.288576 -1.946424
C: -4.202373 2.491794 2.535826
C: -5.374633 1.665524 2.035826
O: -6.440913 1.718554 2.575996
C: -5.239623 0.881894 0.710926
H: -4.261103 2.626094 3.615926
H: -4.175953 3.507354 2.140786
H: -3.203963 2.101064 2.339356
H: -5.515773 1.515204 -0.132134
H: -6.065083 0.179434 0.595726
H: -4.281013 0.384014 0.565036
C: 7.266357 1.203614 1.737546
C: 6.819227 2.630864 1.916556
O: 7.287977 3.515204 1.165706
C: 5.825097 3.009664 3.079886
H: 7.715777 0.748904 2.620356
H: 8.139207 1.264944 1.087566
H: 6.459827 0.625194 1.286946
H: 6.374497 3.306734 3.973196
H: 5.268627 2.117074 3.365776
H: 5.104877 3.808894 2.904936
C: -4.368363 -3.208266 2.365606
C: -5.181393 -2.771506 1.141696
O: -4.681053 -2.207486 0.187266
C: -6.632923 -3.233846 1.090126
H: -4.832713 -3.975596 2.985036
H: -4.273003 -2.436646 3.129546
H: -3.412223 -3.651846 2.087866
H: -7.281193 -2.421866 0.760696
H: -6.977013 -3.774246 1.971986
H: -6.497183 -3.846896 0.199156
C: -1.195763 2.439004 -3.161954
C: -0.676353 3.791624 -2.610334
O: -1.221933 4.847864 -2.824824
C: 0.409167 3.780074 -1.565594
H: -2.001513 2.561984 -3.885654
H: -1.630953 1.748724 -2.439314
H: -0.438533 1.823674 -3.647814
H: 0.800337 4.766284 -1.315644
H: 1.193147 3.136104 -1.964064
H: -0.010073 3.421464 -0.625524
C: 0.866017 -1.548016 -5.599844
C: 1.563777 -0.919436 -4.387644
O: 1.508437 0.203624 -4.086874
C: 2.410427 -1.928026 -3.628434
H: 1.698297 -2.058646 -6.084254
H: 0.464237 -0.760026 -6.236824
H: 0.046807 -2.233046 -5.381384
H: 2.766907 -2.809746 -4.160974
H: 1.784537 -2.401926 -2.872264
H: 3.238787 -1.543886 -3.033154

Cartesian forces (eV/Å) of the 2 atoms listed first:
0.3799 0.2372 -0.0515
-0.2003 0.2652 0.1725

Values from the calculation:
highest occupied orbital energy (spin up / spin down): -0.4782 / -0.4782 Eh
orbital gap (spin up / spin down): 6.259 / 5.517 eV
F_max: 4.78 eV/Å
net charge: +2
2S+1: 2
E_LUMO (spin up / spin down): -6.75 / -7.49 eV
calculated total energy: -61756.581 eV

Atom charges from the Mulliken analysis, given in e for atoms 1 to 6: 0.98, 1.00, -2.86, 2.57, -0.61, 0.97